[1]
59
Properties=species:S:1:pos:R:3:lowdin_charge:R:1 method="wB97M-V/def2-TZVPD" largest_force_ev_per_a=0.75 mol_weight_da=424.50 homo_ev=-7.99 total_energy_ha=-1417.11770 smiles="COc1ccc(CCNC(=O)CCCCCN2C(=O)c3ccccc3C2=O)cc1OC" total_charge=0
C 4.209 -0.781 1.606 -0.07
O 3.310 -1.622 0.919 -0.08
C 2.483 -1.060 -0.006 -0.22
C 2.431 0.285 -0.324 -0.01
C 1.580 0.744 -1.322 -0.05
C 0.748 -0.124 -2.002 -0.23
C -0.138 0.346 -3.120 -0.12
C -1.645 0.202 -2.843 -0.16
N -2.176 1.222 -1.966 0.07
C -2.376 2.480 -2.410 -0.51
O -2.012 2.846 -3.512 0.05
C -3.167 3.401 -1.491 -0.11
C -2.776 3.433 -0.013 -0.20
C -1.332 3.902 0.223 -0.18
C -0.371 2.745 0.497 -0.17
C -0.616 2.115 1.873 -0.10
N -0.367 0.690 1.891 0.06
C -1.225 -0.239 1.337 -0.33
O -2.235 0.030 0.725 0.11
C -0.666 -1.563 1.680 -0.08
C -1.136 -2.834 1.425 0.00
C -0.396 -3.905 1.916 -0.07
C 0.773 -3.701 2.630 -0.05
C 1.245 -2.418 2.891 0.02
C 0.510 -1.358 2.408 -0.08
C 0.717 0.103 2.533 -0.35
O 1.599 0.714 3.082 0.12
C 0.785 -1.479 -1.671 0.03
C 1.640 -1.958 -0.698 -0.20
O 1.761 -3.272 -0.340 -0.08
C 1.070 -4.230 -1.099 -0.09
H 4.787 -1.440 2.252 0.10
H 3.682 -0.042 2.218 0.08
H 4.887 -0.270 0.916 0.10
H 3.065 0.990 0.189 0.11
H 1.591 1.791 -1.583 0.11
H 0.061 1.393 -3.348 0.11
H 0.088 -0.241 -4.014 0.12
H -1.862 -0.771 -2.399 0.12
H -2.166 0.287 -3.803 0.12
H -2.460 0.947 -1.037 0.09
H -4.212 3.089 -1.573 0.12
H -3.090 4.404 -1.915 0.12
H -3.465 4.118 0.487 0.11
H -2.928 2.448 0.428 0.09
H -0.985 4.446 -0.656 0.12
H -1.297 4.592 1.069 0.11
H -0.499 1.985 -0.273 0.08
H 0.659 3.100 0.442 0.11
H -1.657 2.266 2.174 0.13
H 0.037 2.557 2.628 0.13
H -2.048 -2.985 0.868 0.12
H -0.738 -4.914 1.734 0.11
H 1.330 -4.553 2.991 0.11
H 2.151 -2.257 3.451 0.13
H 0.147 -2.159 -2.213 0.11
H 1.359 -5.195 -0.686 0.10
H 1.355 -4.189 -2.155 0.10
H -0.016 -4.112 -1.012 0.09

[2]
92
Properties=species:S:1:pos:R:3:lowdin_charge:R:1 method="wB97M-V/def2-TZVPD" largest_force_ev_per_a=3.46 mol_weight_da=1092.95 homo_ev="-4.31 / -7.16" total_energy_ha=-3192.28013 multiplicity=2 total_charge=0
Hg 0.253 0.873 -0.099 0.70
C 5.512 -3.113 -1.028 -0.06
N 4.584 -2.185 -0.434 -0.14
C 4.732 -1.718 0.886 -0.05
C 3.864 -0.669 0.956 -0.16
N 3.240 -0.363 -0.231 0.08
C 3.669 -1.375 -1.060 -0.45
P 2.942 -1.674 -2.698 1.10
C 2.738 -0.069 -3.502 -0.44
N 1.902 0.908 -3.062 0.06
C 2.041 1.955 -3.981 -0.16
C 2.865 1.606 -5.001 -0.08
N 3.285 0.325 -4.730 -0.14
C 4.150 -0.491 -5.568 -0.05
C 1.403 -2.483 -2.174 -0.42
N 0.384 -1.823 -1.549 0.04
C -0.449 -2.831 -1.164 -0.20
C -0.041 -4.086 -1.492 -0.05
N 1.163 -3.878 -2.180 -0.13
C 2.009 -4.915 -2.669 -0.07
H 5.569 -4.065 -0.470 0.10
H 5.194 -3.336 -2.047 0.06
H 6.523 -2.736 -1.120 0.09
H 5.294 -2.262 1.658 0.12
H 3.638 -0.032 1.789 0.08
H 1.501 2.869 -3.844 0.09
H 3.039 2.062 -6.004 0.14
H 4.732 0.139 -6.245 0.09
H 4.836 -1.035 -4.931 0.06
H 3.643 -1.245 -6.188 0.09
H -1.368 -2.542 -0.656 0.06
H -0.479 -5.075 -1.314 0.12
H 1.483 -5.734 -3.192 0.10
H 2.679 -4.516 -3.417 0.06
H 2.565 -5.394 -1.878 0.09
S 1.529 1.781 4.965 1.11
C 1.123 0.090 5.254 -0.45
C 0.678 -0.546 6.397 -0.10
C 0.391 -1.900 6.357 -0.10
C 0.493 -2.611 5.180 -0.12
C 0.913 -2.043 4.004 -0.03
C 1.185 -0.648 4.049 -0.29
N 1.305 0.137 2.907 0.10
C 1.551 1.387 3.273 -0.55
C 1.754 2.472 2.324 -0.28
C 2.126 3.722 2.850 -0.10
C 2.388 4.783 2.011 -0.10
C 2.234 4.672 0.603 -0.09
C 1.911 3.416 0.080 -0.18
C 1.561 2.358 0.909 -0.27
H 0.668 -0.039 7.332 0.10
H -0.016 -2.343 7.261 0.10
H 0.320 -3.680 5.196 0.10
H 1.129 -2.671 3.156 0.11
H 2.172 3.790 3.940 0.05
H 2.696 5.771 2.406 0.10
H 2.369 5.551 -0.047 0.10
H 1.843 3.239 -1.015 0.07
C -2.333 -1.967 2.980 -0.29
Sb -2.333 -0.420 1.337 1.21
C -3.069 1.249 2.477 -0.33
C -4.399 -1.028 0.572 -0.31
C -5.194 0.183 0.331 -0.30
C -6.012 0.656 1.387 -0.09
C -6.747 1.829 1.262 -0.10
C -6.652 2.591 0.103 -0.10
C -5.799 2.189 -0.930 -0.07
C -5.037 0.999 -0.879 -0.28
C -4.225 0.545 -2.035 -0.34
Sb -2.073 1.115 -1.883 1.14
C -1.492 1.714 -3.892 -0.33
C -2.602 3.144 -1.393 -0.33
H -1.620 -2.757 2.718 -0.02
H -3.322 -2.361 2.999 -0.04
H -2.080 -1.553 3.952 -0.01
H -3.879 0.969 3.184 0.02
H -3.470 2.001 1.764 0.00
H -2.198 1.578 3.080 0.00
H -4.808 -1.670 1.368 0.05
H -4.216 -1.671 -0.310 0.05
H -6.134 0.066 2.291 0.11
H -7.342 2.183 2.093 0.10
H -7.266 3.480 -0.030 0.10
H -5.763 2.852 -1.789 0.10
H -4.631 0.966 -2.963 0.06
H -4.270 -0.538 -2.061 0.03
H -1.320 2.812 -3.885 0.01
H -2.363 1.499 -4.585 0.02
H -0.650 1.087 -4.095 -0.06
H -3.298 3.545 -2.101 -0.01
H -1.687 3.777 -1.383 0.01
H -3.132 3.157 -0.435 -0.01

[3]
66
Properties=species:S:1:pos:R:3:lowdin_charge:R:1 method="wB97M-V/def2-TZVPD" largest_force_ev_per_a=0.88 mol_weight_da=965.26 homo_ev="-11.54 / -11.54" total_energy_ha=-9076.21781 multiplicity=3 total_charge=+1
Re 3.612 0.088 0.968 1.42
Se 3.110 -2.196 1.272 1.02
C 1.831 -3.111 0.282 -0.59
C 1.470 -2.758 -1.016 -0.12
C 0.573 -3.569 -1.686 -0.04
C 0.074 -4.712 -1.071 -0.03
C 0.464 -5.063 0.215 -0.05
C 1.352 -4.264 0.912 -0.12
H 1.895 -1.886 -1.497 0.09
H 0.270 -3.314 -2.692 0.12
H -0.621 -5.343 -1.607 0.12
H 0.080 -5.962 0.677 0.12
H 1.668 -4.528 1.912 0.11
S 2.494 3.497 -1.778 0.93
C 2.652 2.234 -0.909 -0.82
N 2.744 1.244 -0.222 -0.15
O 1.734 1.672 4.150 0.20
C 1.694 1.401 2.999 -0.49
O 2.818 0.752 2.461 -0.29
C 0.615 1.669 2.027 -0.18
C -0.160 0.412 1.653 -0.24
Ge -1.470 0.694 0.240 1.00
C -2.683 2.113 0.732 -0.27
C -4.038 1.868 0.943 -0.09
C -4.909 2.903 1.255 -0.07
C -4.432 4.200 1.364 -0.08
C -3.084 4.461 1.165 -0.08
C -2.218 3.426 0.849 -0.13
C -0.558 1.135 -1.418 -0.26
C 0.384 0.238 -1.934 -0.14
C 1.032 0.486 -3.134 -0.10
C 0.751 1.650 -3.838 -0.12
C -0.177 2.552 -3.340 -0.12
C -0.829 2.296 -2.140 -0.10
C -2.409 -0.989 0.009 -0.28
C -2.292 -2.040 0.917 -0.11
C -3.039 -3.201 0.762 -0.09
C -3.902 -3.336 -0.314 -0.08
C -4.015 -2.307 -1.239 -0.08
C -3.276 -1.146 -1.073 -0.11
H 1.015 2.159 1.135 0.09
H -0.038 2.368 2.552 0.13
H -0.713 0.044 2.522 0.09
H 0.513 -0.391 1.329 0.04
H -4.423 0.857 0.867 0.10
H -5.959 2.698 1.411 0.11
H -5.109 5.008 1.606 0.11
H -2.710 5.473 1.256 0.11
H -1.167 3.650 0.695 0.10
H 0.609 -0.669 -1.378 0.05
H 1.748 -0.223 -3.529 0.11
H 1.249 1.849 -4.778 0.11
H -0.396 3.459 -3.888 0.11
H -1.568 2.999 -1.777 0.10
H -1.634 -1.955 1.775 0.09
H -2.958 -3.996 1.491 0.10
H -4.494 -4.235 -0.428 0.11
H -4.690 -2.404 -2.079 0.11
H -3.380 -0.348 -1.801 0.11
F 5.455 -0.525 2.023 -0.36
As 6.603 0.378 0.899 0.84
F 7.365 -1.071 0.519 -0.15
F 7.573 0.843 2.178 -0.13
F 7.293 1.290 -0.327 -0.14
F 5.378 1.637 1.189 -0.27
F 5.232 -0.162 -0.318 -0.39

[4]
35
Properties=species:S:1:pos:R:3:lowdin_charge:R:1 method="wB97M-V/def2-TZVPD" largest_force_ev_per_a=7.15 mol_weight_da=324.14 homo_ev=-1.70 total_energy_ha=-1728.01671 total_charge=-1
O -3.378 2.669 -1.276 0.04
C -2.150 2.532 -1.221 -0.43
O -1.359 3.318 -2.091 0.04
C -1.353 1.581 -0.233 -0.10
C -2.131 0.263 0.183 -0.16
C -1.624 -1.039 -0.559 -0.21
N -0.132 -1.271 -0.477 -0.19
P 0.233 -2.527 -1.751 0.63
O -0.747 -3.698 -1.592 -0.31
O -0.070 -1.877 -3.313 -0.16
O 1.845 -2.987 -1.675 -0.14
P 0.460 -1.891 1.119 0.64
O 1.903 -1.380 1.252 -0.29
O 0.464 -3.613 1.213 -0.22
O -0.382 -1.292 2.479 -0.17
H -0.405 3.127 -1.907 0.11
H -0.320 1.403 -0.675 0.05
H -1.202 2.189 0.727 0.15
H -3.225 0.418 -0.134 0.12
H -2.151 0.201 1.312 0.11
H -2.036 -1.036 -1.625 0.13
H -2.122 -1.941 -0.057 0.13
H 0.469 -0.450 -0.732 0.11
H -0.525 -1.009 -3.229 0.06
H 1.994 -3.601 -0.919 0.08
H 1.325 -3.875 1.620 0.08
H -0.699 -2.012 3.061 0.07
O 1.419 1.639 -0.194 -0.34
C 2.146 2.484 0.550 -0.42
C 2.186 1.967 2.077 -0.47
O 2.892 2.815 2.818 -0.28
H 1.794 3.533 0.602 0.08
H 3.204 2.622 0.260 0.09
H 2.553 0.925 2.020 0.07
H 1.124 1.814 2.364 0.07

[5]
17
Properties=species:S:1:pos:R:3:lowdin_charge:R:1 method="wB97M-V/def2-TZVPD" largest_force_ev_per_a=4.38 mol_weight_da=87.15 homo_ev="-13.58 / -13.40" total_energy_ha=-268.08293 total_charge=+1
C -1.211 0.041 -0.055 -0.08
C -2.057 0.234 1.126 -0.04
C 1.574 -0.006 1.212 -0.14
C 1.734 -0.236 -1.328 -0.16
N -1.586 0.098 -1.232 0.18
N 1.171 0.382 -0.137 -0.09
H -2.991 -0.290 0.913 0.10
H -2.215 1.368 1.183 0.14
H -1.705 -0.035 2.162 0.11
H 1.760 -1.144 1.326 0.11
H 0.677 0.457 1.876 0.11
H 2.566 0.449 1.486 0.10
H 1.195 0.139 -2.311 0.10
H 1.777 -1.365 -1.266 0.09
H 2.907 -0.073 -1.414 0.14
H -2.628 0.101 -1.535 0.21
H -0.969 -0.120 -2.005 0.12

[6]
16
Properties=species:S:1:pos:R:3:lowdin_charge:R:1 method="wB97M-V/def2-TZVPD" largest_force_ev_per_a=0.42 mol_weight_da=90.12 homo_ev=-8.92 total_energy_ha=-308.75507 total_charge=0
C -0.024 0.065 -2.106 -0.18
O -0.538 -0.408 -0.886 -0.30
C 0.320 0.401 0.721 -0.15
C -0.773 1.271 0.905 -0.07
C 0.467 -0.884 1.482 -0.26
O 1.079 -1.886 0.723 -0.06
H 0.214 1.145 -2.060 0.08
H 0.895 -0.476 -2.364 0.08
H -0.753 -0.084 -2.913 0.08
H 1.214 0.736 0.194 0.14
H -1.110 0.534 -0.192 0.13
H -0.654 2.323 0.657 0.07
H -1.470 1.048 1.712 0.08
H 1.111 -0.685 2.349 0.14
H -0.521 -1.184 1.869 0.13
H 0.545 -1.915 -0.091 0.08

[7]
15
Properties=species:S:1:pos:R:3:lowdin_charge:R:1 method="wB97M-V/def2-TZVPD" largest_force_ev_per_a=3.70 mol_weight_da=152.11 homo_ev="-9.24 / -9.20" total_energy_ha=-562.07708 total_charge=0
C -2.979 0.551 0.945 -0.26
C -1.785 0.310 0.499 0.12
C -0.464 0.208 0.422 -0.36
C -1.477 -1.804 2.139 0.07
C 0.246 1.127 -0.560 -0.01
N -4.112 0.668 1.166 0.21
N 0.315 -0.736 0.989 0.08
N -0.239 -1.524 1.943 0.00
N -1.982 -2.603 3.210 -0.43
O -1.557 -2.196 4.246 0.10
O -2.716 -3.557 2.972 0.09
H 1.109 0.742 -1.115 0.09
H -0.459 1.450 -1.337 0.09
H 0.616 1.916 0.046 0.07
H 0.481 -2.016 2.395 0.15